w) ORCA calculation (ωB97M-V with the def2-TZVPD basis set) on 2 unconnected molecules or ions with the total composition C7H14N2.

Last column: natural (NBO) charge in e.
Positions of all 23 atoms, in Å:
1 C 2.263 1.175 -1.811  -0.695
2 C -0.123 0.763 -2.814  0.139
3 C 0.815 1.000 -1.748  0.324
4 C -1.137 1.386 -0.992  0.345
5 N -1.321 1.020 -2.339  -0.501
6 N 0.110 1.377 -0.660  -0.426
7 H 0.067 0.465 -3.836  0.260
8 H -2.205 0.793 -2.778  0.465
9 H 2.683 1.551 -0.891  0.280
10 H 2.550 1.773 -2.679  0.273
11 H -1.956 1.660 -0.341  0.251
12 H 2.763 0.196 -1.900  0.283
13 C -0.710 -1.090 1.609  -0.395
14 C -0.305 -2.493 2.043  -0.622
15 C -0.274 0.084 2.511  -0.602
16 H -1.806 -1.115 1.637  0.196
17 H -0.396 -0.854 0.591  0.162
18 H -0.003 -3.043 1.141  0.206
19 H 0.587 -2.600 2.651  0.218
20 H 0.782 -0.104 2.729  0.205
21 H -0.822 0.088 3.453  0.216
22 H -1.160 -3.065 2.395  0.221
23 H -0.402 1.032 2.028  0.196

Computed properties:
* frontier orbital gap (alpha / beta): 10.01 / 6.11 eV
* 2S+1: 2
* HOMO (alpha / beta): -13.94 / -13.93 eV
* total charge: +1

x) ORCA calculation (ωB97M-V with the def2-TZVPD basis set) on 2 unconnected molecules or ions with the total composition C7H14N2.

Last column: natural (NBO) charge in e.
Positions of all 23 atoms, in Å:
1 C -0.444 -2.480 -0.257  -0.687
2 C 0.992 -0.143 -2.472  0.343
3 C -0.167 -1.388 -1.180  0.321
4 C -1.027 -0.294 -1.594  0.134
5 N 1.027 -1.314 -1.811  -0.431
6 N -0.250 0.428 -2.410  -0.521
7 H 1.770 0.459 -2.915  0.246
8 H -0.588 1.109 -3.080  0.459
9 H -2.017 0.036 -1.330  0.267
10 H -0.144 -2.023 0.705  0.286
11 H 0.201 -3.337 -0.499  0.283
12 H -1.506 -2.685 -0.159  0.259
13 C 0.048 0.800 1.002  -0.376
14 C -0.163 0.136 2.383  -0.638
15 C 0.648 2.224 1.086  -0.607
16 H 0.635 0.103 0.404  0.172
17 H -0.920 0.807 0.464  0.168
18 H 0.842 -0.280 2.570  0.216
19 H -0.910 -0.649 2.547  0.219
20 H 1.101 2.460 0.133  0.202
21 H -0.068 3.005 1.321  0.226
22 H -0.428 0.824 3.191  0.233
23 H 1.369 2.202 1.899  0.226

Computed properties:
* frontier orbital gap (alpha / beta): 10.62 / 7.31 eV
* 2S+1: 2
* HOMO (alpha / beta): -14.46 / -14.84 eV
* total charge: +1

Most stable = w)

w) ORCA calculation (ωB97M-V with the def2-TZVPD basis set) on 2 unconnected molecules or ions with the total composition C6H16O3.

Last column: natural (NBO) charge in e.
Positions of all 25 atoms, in Å:
1 C -1.268 -0.069 -0.114  0.529
2 C -0.645 -1.086 1.004  -0.441
3 C -2.696 -0.473 -0.454  -0.660
4 C -0.732 -2.587 0.760  -0.622
5 O -0.352 -0.176 -1.183  -0.754
6 O -1.289 1.223 0.380  -0.738
7 H -0.744 -1.035 -1.546  0.484
8 H -0.459 1.685 0.149  0.505
9 H 0.387 -0.785 1.197  0.204
10 H -1.183 -0.827 1.916  0.201
11 H -3.080 0.220 -1.202  0.228
12 H -2.731 -1.482 -0.859  0.199
13 H -3.313 -0.436 0.440  0.234
14 H -0.177 -3.119 1.530  0.221
15 H -0.287 -2.832 -0.209  0.191
16 H -1.764 -2.930 0.779  0.205
17 C 2.343 2.216 -0.625  -0.057
18 C 2.636 1.075 0.345  -0.641
19 O 0.973 2.297 -0.964  -0.747
20 H 0.713 1.462 -1.394  0.495
21 H 2.592 3.179 -0.173  0.177
22 H 2.948 2.094 -1.535  0.158
23 H 3.692 1.067 0.608  0.213
24 H 2.379 0.118 -0.109  0.208
25 H 2.055 1.199 1.258  0.209

Computed properties:
* frontier orbital gap: 10.34 eV
* SMILES: CCC(C)(O)O.CCO
* HOMO: -9.60 eV
* total charge: 0

x) ORCA calculation (ωB97M-V with the def2-TZVPD basis set) on a molecular structure, C6H16O3.

Last column: natural (NBO) charge in e.
Positions of all 25 atoms, in Å:
1 C -1.354 0.111 -0.333  0.691
2 C -0.543 -1.216 0.922  -0.676
3 C -2.758 -0.393 -0.511  -0.677
4 C -0.760 -2.720 0.796  -0.623
5 O -0.480 -0.056 -1.371  -0.834
6 O -1.311 1.290 0.296  -0.706
7 H -0.323 -0.929 -0.564  0.522
8 H -0.465 1.756 0.069  0.519
9 H 0.505 -0.955 1.118  0.213
10 H -1.102 -0.814 1.764  0.235
11 H -3.222 0.240 -1.273  0.236
12 H -2.756 -1.419 -0.868  0.222
13 H -3.325 -0.314 0.415  0.228
14 H -0.411 -3.247 1.689  0.216
15 H -0.216 -3.130 -0.059  0.202
16 H -1.817 -2.958 0.663  0.207
17 C 2.295 2.254 -0.582  -0.057
18 C 2.698 1.055 0.265  -0.639
19 O 0.903 2.260 -0.903  -0.762
20 H 0.676 1.461 -1.421  0.508
21 H 2.479 3.185 -0.044  0.178
22 H 2.885 2.283 -1.505  0.164
23 H 3.759 1.105 0.518  0.215
24 H 2.520 0.122 -0.273  0.207
25 H 2.125 1.031 1.194  0.208

Computed properties:
* frontier orbital gap: 9.63 eV
* HOMO: -8.74 eV
* total charge: 0

Most stable = w)

w) ORCA calculation (ωB97M-V with the def2-TZVPD basis set) on 3 unconnected molecules or ions with the total composition C6H18N2O2.

Last column: natural (NBO) charge in e.
Positions of all 28 atoms, in Å:
1 C -0.884 0.237 2.031  -0.412
2 N -0.183 0.693 0.855  -0.654
3 C 0.402 -0.260 -0.115  -0.035
4 C 1.247 -1.302 0.669  -0.456
5 C 0.779 -2.719 0.315  -0.165
6 C -0.215 -3.278 0.991  -0.402
7 C 1.253 0.618 -1.031  -0.217
8 N 0.426 1.656 -1.636  -0.863
9 H -1.576 -0.584 1.818  0.165
10 H -0.147 -0.051 2.778  0.186
11 H -1.409 1.060 2.519  0.205
12 H -0.698 1.373 0.319  0.370
13 H -0.406 -0.694 -0.668  0.155
14 H 2.258 -1.190 0.271  0.207
15 H 1.248 -1.067 1.720  0.227
16 H 1.448 -3.161 -0.411  0.203
17 H -0.673 -4.220 0.729  0.202
18 H -0.573 -2.763 1.829  0.189
19 H 1.609 -0.050 -1.818  0.169
20 H 2.037 1.077 -0.436  0.211
21 H 0.954 2.335 -2.161  0.374
22 H -0.361 1.384 -2.197  0.343
23 H -0.144 4.134 0.484  0.473
24 H -1.276 4.226 1.480  0.464
25 O -0.539 4.735 1.125  -0.937
26 H -1.652 -1.469 -2.944  0.470
27 H -1.241 -0.022 -2.995  0.452
28 O -1.683 -0.698 -3.520  -0.922

Computed properties:
* frontier orbital gap: 9.35 eV
* SMILES: C=CC[C@H](CN)NC.O.O
* HOMO: -8.70 eV
* total charge: 0

x) ORCA calculation (ωB97M-V with the def2-TZVPD basis set) on 3 unconnected molecules or ions with the total composition C6H18N2O2.

Last column: natural (NBO) charge in e.
Positions of all 28 atoms, in Å:
1 C 1.425 -1.587 0.740  -0.625
2 C 0.985 -0.134 1.096  -0.023
3 C -0.528 0.005 0.593  -0.441
4 C -0.863 0.225 -0.848  -0.111
5 C -0.902 1.475 -1.340  0.002
6 N -0.815 1.705 -2.737  -0.824
7 C -0.814 -0.946 -1.789  -0.666
8 N 1.046 -0.147 2.572  -0.869
9 H 2.539 -1.522 0.931  0.217
10 H 0.835 -2.233 1.352  0.217
11 H 1.211 -1.968 -0.232  0.197
12 H 1.535 0.712 0.715  0.172
13 H -0.843 -0.955 1.041  0.207
14 H -0.877 0.803 1.237  0.199
15 H -0.778 2.281 -0.631  0.197
16 H -1.201 2.599 -2.988  0.378
17 H -1.091 0.922 -3.313  0.384
18 H 0.162 -1.285 -2.079  0.215
19 H -1.216 -1.782 -1.166  0.222
20 H -1.557 -0.966 -2.601  0.216
21 H 0.417 0.564 2.942  0.361
22 H 1.958 -0.036 2.989  0.369
23 H -2.666 -0.806 3.121  0.485
24 H -2.652 0.326 1.927  0.487
25 O -2.803 0.099 2.846  -0.970
26 H 2.682 1.595 -1.120  0.472
27 H 1.988 0.319 -1.740  0.477
28 O 2.823 0.737 -1.518  -0.945

Computed properties:
* frontier orbital gap: 8.87 eV
* SMILES: C/C(=C\N)C[C@H](C)N.O.O
* HOMO: -8.20 eV
* total charge: 0

Most stable = x)

w) ORCA calculation (ωB97M-V with the def2-TZVPD basis set) on 2 unconnected molecules or ions with the total composition C2H4OS3.

Last column: natural (NBO) charge in e.
Positions of all 10 atoms, in Å:
1 C 0.641 -0.738 -0.231  -0.341
2 C 1.145 0.578 0.262  -0.728
3 O -1.969 1.217 -0.529  -0.823
4 S -3.207 -1.295 -0.054  -0.236
5 S 0.397 -1.241 -1.762  0.124
6 S -1.767 -0.041 0.243  1.053
7 H 0.680 -1.553 0.610  0.214
8 H 2.227 0.656 0.510  0.260
9 H 0.753 0.989 1.221  0.236
10 H 1.100 1.428 -0.270  0.242

Computed properties:
* frontier orbital gap: 7.01 eV
* HOMO: -9.22 eV
* total charge: 0

x) ORCA calculation (ωB97M-V with the def2-TZVPD basis set) on a single C2H4OS3 molecule.

Last column: natural (NBO) charge in e.
Positions of all 10 atoms, in Å:
1 C 0.139 -0.677 -0.004  -0.524
2 C -1.297 -0.259 0.010  -0.633
3 O 0.456 1.952 0.223  -0.911
4 S 2.667 0.905 -1.186  -0.352
5 S 1.126 -0.555 1.524  0.021
6 S 1.172 0.766 -0.050  1.450
7 H 0.485 -1.383 -0.748  0.248
8 H -1.428 0.237 1.043  0.245
9 H -1.718 -1.285 -0.032  0.225
10 H -1.602 0.299 -0.779  0.231

Computed properties:
* frontier orbital gap: 9.09 eV
* SMILES: C[C@@H]1S[S@@]1(=O)=S
* HOMO: -9.39 eV
* total charge: 0

Most stable = x)